ORCA calculation (ωB97M-V/def2-TZVPD) on a 6-piece molecular cluster, C57H55F46NO14S overall.

Structure (XYZ):
```
174
C57H55F46NO14S, DFT ωB97M-V/def2-TZVPD
C 5.6455 -1.1251 -4.6971
O 5.1015 -1.4460 -5.9580
C 5.2816 -2.7868 -6.3616
C 3.9720 -3.6142 -6.3778
C 2.6990 -2.7761 -6.4198
C 1.4145 -3.6505 -6.1985
C 0.3119 -2.9849 -5.3954
C -0.7524 -2.4811 -6.1173
C -1.8050 -1.8907 -5.4607
C -1.8254 -1.8354 -4.0889
C -0.7710 -2.3301 -3.3662
C 0.3280 -2.8982 -3.9987
C 1.4401 -3.4290 -3.1168
C 1.6065 -2.5683 -1.8578
C 2.9296 -2.7527 -1.1762
O 3.5039 -3.8039 -1.0608
O 3.4766 -1.5835 -0.6752
N -2.9337 -1.2630 -3.3558
C -4.0450 -2.2533 -3.3745
C -5.3253 -1.8421 -2.6446
C -5.6882 -2.6619 -1.4080
O -4.7108 -2.5718 -0.3631
C -5.3631 -2.3249 0.8730
C -3.3257 -0.0105 -3.9208
C -3.5366 1.0506 -3.0668
C -3.9601 2.2912 -3.5110
C -4.2233 3.4373 -2.5537
C -4.4319 3.0095 -1.0980
C -5.6838 2.1604 -0.9876
O -6.6737 2.3241 -1.6490
O -5.6387 1.1480 -0.0730
C -4.1467 2.4295 -4.8749
C -4.6550 3.7189 -5.4803
O -5.8164 4.0418 -5.3809
C -3.6863 4.6055 -6.3012
F -4.1460 4.7692 -7.5525
F -2.4947 3.9360 -6.3960
C -3.3481 6.0021 -5.6847
F -2.9900 6.8007 -6.7280
F -2.2841 5.9192 -4.8703
C -4.4955 6.7527 -4.9578
F -4.0100 7.9997 -4.6795
F -4.7883 6.1784 -3.7756
C -5.7706 7.0107 -5.8053
O -5.7293 7.4164 -6.9278
O -6.9374 6.7695 -5.1378
C -3.9081 1.4034 -5.7651
C -3.4975 0.1903 -5.2761
S -3.1700 -1.1815 -6.3528
H 5.0087 -0.3715 -4.2443
H 6.6523 -0.7074 -4.7917
H 5.6999 -1.9877 -4.0360
H 6.0129 -3.2954 -5.7312
H 5.7083 -2.7580 -7.3660
H 4.0196 -4.2346 -7.2729
H 3.9741 -4.2965 -5.5267
H 2.7162 -1.9944 -5.6672
H 2.6322 -2.3131 -7.4014
H 1.0407 -3.8371 -7.2025
H 1.7044 -4.6067 -5.7672
H -0.7492 -2.5344 -7.1959
H -0.8255 -2.2546 -2.2929
H 1.1565 -4.4362 -2.8315
H 2.3819 -3.5130 -3.6437
H 0.8214 -2.7634 -1.1308
H 1.5306 -1.5178 -2.1350
H 3.4579 -1.6124 0.2906
H -4.3352 -2.4662 -4.4043
H -3.6647 -3.1928 -2.9783
H -5.3400 -0.7930 -2.3553
H -6.1679 -1.9831 -3.3221
H -6.6089 -2.2301 -1.0221
H -5.8229 -3.7033 -1.7088
H -5.9633 -1.4139 0.8370
H -6.0367 -3.1556 1.1057
H -4.6538 -2.2278 1.6848
H -3.3600 0.8545 -2.0210
H -3.3943 4.1435 -2.5780
H -5.1498 3.9046 -2.8696
H -4.5718 3.9109 -0.5024
H -3.5576 2.4934 -0.7077
H -4.8331 1.2327 0.4566
H -7.0674 7.4389 -4.4496
H -4.0466 1.5533 -6.8249
C -4.8740 10.6721 -7.5475
C -4.8631 11.3672 -6.1723
C -6.1581 12.0324 -5.7028
F -6.5239 13.0410 -6.5151
F -5.9627 12.5509 -4.4655
F -3.8395 12.2450 -6.1138
F -4.6024 10.3853 -5.2606
O -4.3206 11.3789 -8.6473
C -5.0759 12.2360 -9.4139
C -4.5358 13.6664 -9.3507
F -4.5580 14.1295 -8.0860
F -5.3179 14.4692 -10.1084
F -6.3840 12.1805 -9.1006
F -4.9605 11.8293 -10.6980
H -4.2094 9.8172 -7.4301
H -5.8516 10.2530 -7.7850
H -6.9708 11.3021 -5.6474
H -3.5107 13.7004 -9.7247
C -1.7626 -3.4070 4.8874
C -0.2386 -3.5808 4.8332
C 0.6067 -2.5199 5.5348
F 0.4436 -1.3032 4.9738
F 1.9178 -2.8490 5.4176
F 0.1606 -3.7248 3.5483
F 0.0343 -4.7520 5.4719
O -2.4211 -2.8504 3.7612
C -2.5692 -1.4920 3.6037
C -1.9061 -0.9935 2.3183
F -0.5842 -1.2489 2.3411
F -2.0791 0.3486 2.2235
F -2.1481 -0.8168 4.6902
F -3.9002 -1.2602 3.4989
H -2.1559 -4.4213 4.9335
H -2.0760 -2.9239 5.8130
H 0.3645 -2.4625 6.5962
H -2.3516 -1.4790 1.4454
C 1.1628 -6.9337 0.9080
C 0.9638 -8.3009 1.5851
C 1.4123 -9.5460 0.8178
F 0.7189 -9.6982 -0.3273
F 1.1852 -10.6384 1.5849
F -0.3236 -8.4328 1.9724
F 1.7232 -8.2761 2.7174
O 0.0370 -6.3400 0.2787
C -0.2880 -6.6030 -1.0324
C -1.6719 -7.2404 -1.1638
F -1.7193 -8.4113 -0.5018
F -1.9239 -7.4800 -2.4708
F 0.6666 -7.3257 -1.6471
F -0.3351 -5.4045 -1.6641
H 1.3882 -6.2507 1.7256
H 2.0409 -6.9213 0.2622
H 2.4807 -9.4975 0.5897
H -2.4363 -6.5714 -0.7624
C 4.5441 -2.6563 9.0995
C 5.4909 -3.0365 10.2532
C 5.8340 -4.5171 10.4286
F 4.7377 -5.2470 10.7124
F 6.6948 -4.6454 11.4640
F 5.0225 -2.5188 11.4096
F 6.6753 -2.4143 9.9886
O 3.1803 -2.4177 9.4171
C 2.2525 -3.4305 9.4405
C 1.6282 -3.5985 10.8271
F 2.5714 -3.9029 11.7360
F 0.7323 -4.6110 10.7858
F 2.7524 -4.5832 8.9668
F 1.2519 -3.0646 8.5957
H 4.9001 -1.6854 8.7583
H 4.6507 -3.3269 8.2472
H 6.3103 -4.9141 9.5278
H 1.1234 -2.6785 11.1300
C 9.7980 2.7759 10.0316
C 10.2729 3.1113 11.4572
C 11.5975 2.5065 11.9275
F 11.5439 1.1614 11.9630
F 11.8552 2.9420 13.1831
F 9.2926 2.8271 12.3402
F 10.4588 4.4625 11.4840
O 8.8127 1.7658 9.8830
C 9.1490 0.4370 9.7549
C 8.5758 -0.3983 10.8998
F 9.0506 0.0230 12.0896
F 8.9456 -1.6899 10.7500
F 10.4766 0.2633 9.6192
F 8.5739 -0.0100 8.6138
H 9.2930 3.6785 9.6914
H 10.6350 2.6286 9.3492
H 12.4192 2.8181 11.2764
H 7.4874 -0.3328 10.9158
```

Calculated values
E_LUMO = -0.3 eV
SMILES string = COCCCCc1cc2c(cc1CCC(=O)O)N(CCCOC)c1cc(CCC(=O)O)c(C(=O)C(F)(F)C(F)(F)C(F)(F)C(=O)O)cc1S2.FC(F)C(F)(F)COC(F)(F)C(F)F.FC(F)C(F)(F)COC(F)(F)C(F)F.FC(F)C(F)(F)COC(F)(F)C(F)F.FC(F)C(F)(F)COC(F)(F)C(F)F.FC(F)C(F)(F)COC(F)(F)C(F)F
gap between HOMO and LUMO = 7.99 eV